No. 1
Entry from the OMol25 dataset: a 8-piece molecular cluster, C69H90Br2F3NO6 overall (ωB97M-V/def2-TZVPD).

calculated total energy = -8636.94269 hartree
molar mass = 1246.28 g mol⁻¹
E_HOMO = -8.7 eV
structure (SMILES) = CCC(=O)OCCN(CCOC=O)CCO[C@H](CCCCCCCCCCCOC)CC[C@@](F)(Br)C(F)(F)Br.c1ccccc1.c1ccccc1.c1ccccc1.c1ccccc1.c1ccccc1.c1ccccc1.c1ccccc1
frontier orbital gap = 9.032 eV
LUMO = 0.318 eV

```
! wB97M-V def2-TZVPD RIJCOSX def2/J DEFGRID3
* xyz 0 1
C -0.984 2.022 -5.917
C 0.229 1.270 -6.533
C 0.133 -0.250 -6.556
O 1.060 -0.869 -6.890
O -1.054 -0.818 -6.225
C -0.928 -1.792 -5.135
C -1.719 -1.254 -3.919
N -2.921 -1.965 -3.508
C -4.154 -1.525 -4.135
C -4.168 -1.419 -5.664
O -3.696 -2.615 -6.318
C -3.453 -2.331 -7.639
O -4.255 -1.931 -8.382
C -2.775 -3.400 -3.338
C -1.856 -3.781 -2.142
O -2.579 -4.238 -1.006
C -2.738 -3.299 0.051
C -3.015 -1.848 -0.392
C -3.368 -0.916 0.788
C -3.942 0.437 0.300
C -3.167 1.110 -0.856
C -3.574 2.612 -0.911
C -2.731 3.540 -0.017
C -1.216 3.297 -0.127
C -0.737 3.143 -1.582
C 0.788 3.023 -1.632
C 1.315 2.701 -3.047
C 1.480 1.171 -3.261
O 2.530 0.844 -4.176
C 2.729 -0.550 -4.129
C -1.647 -3.444 1.145
C -0.193 -3.358 0.611
C 0.754 -2.959 1.736
F 0.507 -3.738 2.822
Br 2.618 -3.348 1.246
C 0.631 -1.491 2.232
F 1.769 -1.169 2.851
F -0.317 -1.345 3.144
Br 0.401 -0.176 0.830
H -1.745 1.375 -5.479
H -1.461 2.684 -6.644
H -0.625 2.666 -5.105
H 1.139 1.600 -6.030
H 0.325 1.616 -7.568
H 0.126 -1.881 -4.861
H -1.293 -2.734 -5.537
H -1.029 -1.259 -3.057
H -1.985 -0.202 -4.053
H -4.442 -0.542 -3.731
H -4.968 -2.199 -3.844
H -5.210 -1.264 -5.978
H -3.628 -0.521 -5.990
H -2.410 -2.497 -7.958
H -2.459 -3.968 -4.228
H -3.759 -3.798 -3.069
H -1.286 -4.651 -2.498
H -1.114 -3.007 -1.938
H -3.658 -3.594 0.578
H -2.161 -1.402 -0.912
H -3.889 -1.876 -1.049
H -2.512 -0.729 1.440
H -4.181 -1.416 1.333
H -5.002 0.327 0.048
H -3.894 1.126 1.157
H -2.090 0.949 -0.807
H -3.541 0.647 -1.782
H -3.640 2.966 -1.946
H -4.603 2.654 -0.529
H -2.930 4.588 -0.275
H -3.052 3.413 1.024
H -0.983 2.407 0.468
H -0.657 4.119 0.335
H -1.045 4.028 -2.155
H -1.208 2.278 -2.062
H 1.247 3.965 -1.309
H 1.170 2.261 -0.941
H 0.680 3.143 -3.824
H 2.314 3.161 -3.178
H 1.720 0.699 -2.294
H 0.537 0.727 -3.625
H 3.184 -0.928 -5.048
H 1.778 -1.091 -3.994
H 3.373 -0.863 -3.291
H -1.877 -2.788 1.986
H -1.775 -4.467 1.518
H -0.048 -2.691 -0.238
H 0.100 -4.373 0.333
C -4.787 -5.757 2.755
C -5.803 -5.808 3.700
C -7.017 -6.404 3.383
C -7.211 -6.956 2.124
C -6.194 -6.908 1.181
C -4.984 -6.305 1.494
H -3.841 -5.289 3.001
H -5.649 -5.382 4.684
H -7.811 -6.438 4.118
H -8.156 -7.425 1.879
H -6.345 -7.341 0.199
H -4.191 -6.263 0.755
C 5.316 4.492 -5.281
C 6.252 5.500 -5.094
C 6.778 5.736 -3.831
C 6.374 4.955 -2.756
C 5.441 3.945 -2.944
C 4.905 3.715 -4.205
H 4.904 4.312 -6.266
H 6.572 6.104 -5.934
H 7.504 6.526 -3.685
H 6.789 5.135 -1.772
H 5.129 3.335 -2.105
H 4.175 2.928 -4.347
C -0.903 0.203 7.051
C -0.270 -0.493 6.029
C 1.116 -0.497 5.950
C 1.867 0.186 6.897
C 1.233 0.879 7.920
C -0.152 0.891 7.995
H -1.985 0.209 7.113
H -0.858 -1.029 5.299
H 1.611 -1.032 5.154
H 2.949 0.179 6.838
H 1.820 1.410 8.659
H -0.647 1.435 8.790
C 5.757 -7.958 -1.765
C 4.717 -7.210 -2.300
C 3.991 -6.350 -1.487
C 4.312 -6.231 -0.141
C 5.355 -6.976 0.392
C 6.075 -7.843 -0.419
H 6.322 -8.631 -2.399
H 4.471 -7.299 -3.351
H 3.175 -5.771 -1.902
H 3.747 -5.556 0.490
H 5.606 -6.881 1.442
H 6.885 -8.428 -0.001
C -2.751 4.590 -9.172
C -3.912 5.347 -9.251
C -5.129 4.728 -9.501
C -5.187 3.350 -9.663
C -4.027 2.592 -9.581
C -2.809 3.212 -9.340
H -1.801 5.073 -8.980
H -3.868 6.421 -9.118
H -6.034 5.320 -9.568
H -6.138 2.867 -9.853
H -4.073 1.517 -9.706
H -1.903 2.621 -9.281
C 5.221 1.966 12.128
C 4.172 1.852 13.031
C 2.987 1.239 12.646
C 2.855 0.730 11.361
C 3.906 0.841 10.460
C 5.087 1.462 10.841
H 6.144 2.447 12.427
H 4.278 2.243 14.036
H 2.167 1.156 13.348
H 1.932 0.248 11.061
H 3.804 0.443 9.458
H 5.903 1.553 10.136
C 3.946 6.533 8.914
C 4.842 7.123 9.794
C 5.188 6.473 10.972
C 4.645 5.229 11.264
C 3.751 4.637 10.382
C 3.398 5.291 9.209
H 3.674 7.041 7.997
H 5.271 8.090 9.563
H 5.883 6.937 11.662
H 4.918 4.722 12.179
H 3.328 3.666 10.609
H 2.697 4.832 8.523
*
```

No. 2
Entry from the OMol25 dataset: C6ClF5O6Rh as an isolated structure (ωB97M-V/def2-TZVPD).

calculated total energy = -1749.81949 hartree
molar mass = 401.41 g mol⁻¹
E_HOMO (spin up / spin down) = -5.3 / -5.2 eV
<S²> = 6.021
frontier orbital gap (spin up / spin down) = 8.101 / 7.183 eV
relative energy (zero: lowest compared OMol25 entry of this formula, charge and spin) = 18.3 kcal per mole
LUMO (spin up / spin down) = 2.792 / 1.945 eV

```
! wB97M-V def2-TZVPD RIJCOSX def2/J DEFGRID3
* xyz -1 5
Rh -1.873 -0.071 1.445
O -2.639 -2.789 3.860
Cl -1.609 -1.876 3.490
O -0.446 -1.988 4.314
O -2.123 -0.497 3.632
O -1.217 -2.142 2.099
O -3.671 -0.555 1.021
F 3.555 1.656 -2.645
C 2.368 1.249 -2.155
C 1.372 0.796 -3.003
F 1.604 0.768 -4.326
C 0.153 0.379 -2.510
F -0.775 -0.048 -3.381
C -0.155 0.384 -1.131
O -1.293 -0.007 -0.677
C 0.894 0.854 -0.313
F 0.680 0.899 1.028
C 2.115 1.275 -0.797
F 3.061 1.711 0.049
*
```

No. 3
Entry from the OMol25 dataset: C6F18O18S6Zn as an isolated structure (ωB97M-V/def2-TZVPD).

calculated total energy = -7549.16126 hartree
molar mass = 959.80 g mol⁻¹
E_HOMO = 0.3 eV
frontier orbital gap = 8.036 eV
relative energy (zero: lowest compared OMol25 entry of this formula, charge and spin) = 0.0 kcal per mole
LUMO = 8.292 eV

```
! wB97M-V def2-TZVPD RIJCOSX def2/J DEFGRID3
* xyz -4 1
Zn -0.381 0.061 -0.280
C -2.469 3.648 1.377
F -2.695 2.805 2.399
F -3.376 4.649 1.469
F -1.261 4.177 1.560
S -2.614 2.763 -0.239
O -3.928 2.176 -0.166
O -2.456 3.828 -1.188
O -1.518 1.805 -0.167
C 3.321 2.331 -1.264
F 4.124 3.185 -1.958
F 4.098 1.360 -0.784
F 2.841 3.030 -0.228
S 1.978 1.712 -2.376
O 1.416 2.930 -2.903
O 2.703 0.895 -3.308
O 1.127 0.988 -1.442
C -1.882 -2.162 3.161
F -2.532 -3.143 3.862
F -2.180 -1.013 3.752
F -0.581 -2.410 3.297
S -2.368 -2.249 1.384
O -1.741 -1.043 0.864
O -1.785 -3.499 0.963
O -3.817 -2.233 1.408
C 2.763 0.565 2.804
F 2.892 -0.713 2.461
F 3.268 0.713 4.056
F 3.541 1.313 1.997
S 1.003 1.128 2.743
O 0.508 0.462 1.547
O 0.479 0.613 3.987
O 1.092 2.566 2.676
C -3.021 -1.840 -3.497
F -4.091 -1.547 -2.760
F -2.547 -3.021 -3.080
F -3.449 -2.030 -4.766
S -1.716 -0.529 -3.384
O -1.439 -0.580 -1.952
O -0.672 -0.990 -4.240
O -2.437 0.638 -3.832
C 3.187 -2.685 -0.017
F 2.941 -3.165 1.225
F 3.678 -1.440 0.109
F 4.164 -3.462 -0.553
S 1.650 -2.653 -1.052
O 2.162 -2.216 -2.321
O 1.185 -4.022 -1.029
O 0.836 -1.695 -0.314
*
```

No. 4
Entry from the OMol25 dataset: C6F19HfO18S6 as an isolated structure (ωB97M-V/def2-TZVPD).

calculated total energy = -5917.71654 hartree
molar mass = 1091.90 g mol⁻¹
E_HOMO = -0.7 eV
frontier orbital gap = 6.317 eV
relative energy (zero: lowest compared OMol25 entry of this formula, charge and spin) = 142.7 kcal per mole
LUMO = 5.632 eV

```
! wB97M-V def2-TZVPD RIJCOSX def2/J DEFGRID3
* xyz -3 1
Hf 0.282 0.163 -0.579
C 0.266 -1.998 -4.690
F -0.067 -0.704 -5.056
F -0.697 -2.864 -5.151
F 1.502 -2.338 -5.105
S 0.174 -2.116 -2.770
O -0.899 -1.275 -2.222
O 0.153 -3.487 -2.279
O 1.210 -1.272 -2.142
C 3.727 -3.187 0.036
F 3.010 -4.264 -0.141
F 4.939 -3.501 0.513
F 3.895 -2.543 -1.128
S 2.774 -2.031 1.318
O 3.669 -0.820 1.572
O 1.617 -1.510 0.517
O 2.409 -2.898 2.458
C -0.033 1.829 4.171
F 0.444 3.055 4.231
F 0.039 1.348 5.438
F -1.300 1.817 3.761
S 1.058 0.644 3.025
O 0.473 0.623 1.684
O 2.408 1.240 2.880
O 1.000 -0.708 3.549
C -3.756 0.952 -2.149
F -4.075 1.515 -3.304
F -4.802 0.991 -1.317
F -3.435 -0.289 -2.351
S -2.197 1.817 -1.366
O -2.433 3.263 -1.220
O -1.844 1.049 -0.149
O -0.967 1.419 -2.107
C -3.396 -2.882 0.851
F -4.100 -2.063 0.052
F -4.096 -3.282 1.955
F -3.032 -3.905 0.123
S -1.810 -2.011 1.496
O -2.458 -0.890 2.220
O -1.100 -2.950 2.283
O -1.013 -1.487 0.378
C 1.346 5.142 -0.504
F 0.127 5.320 -1.060
F 2.204 4.828 -1.473
F 1.696 6.251 0.214
S 1.163 3.574 0.753
O 2.536 3.137 1.122
O 0.306 3.995 1.820
O 0.499 2.483 0.009
F 2.582 0.820 -0.167
*
```

No. 5
Entry from the OMol25 dataset: an isolated ion of composition C6H10 and charge -1 (ωB97M-V/def2-TZVPD).

calculated total energy = -234.36661 hartree
molar mass = 82.15 g mol⁻¹
E_HOMO (spin up / spin down) = -2.2 / -1.9 eV
<S²> = 0.779
frontier orbital gap (spin up / spin down) = 6.522 / 5.502 eV
relative energy (zero: lowest compared OMol25 entry of this formula, charge and spin) = 108.0 kcal per mole
LUMO (spin up / spin down) = 4.338 / 3.572 eV

```
! wB97M-V def2-TZVPD RIJCOSX def2/J DEFGRID3
* xyz -1 2
C -0.539 -1.791 -0.605
C 0.703 -0.549 -0.721
C 1.944 -1.237 -0.631
C 0.345 0.684 0.550
C -0.547 1.791 0.974
C -1.930 1.807 0.678
H -0.387 -2.214 0.394
H -1.649 -1.455 -1.074
H -0.179 -2.433 -1.247
H 2.249 -1.941 0.216
H 2.885 -0.959 -1.118
H 1.294 1.130 0.434
H 0.283 -0.002 1.429
H 0.460 0.071 -1.602
H -2.260 0.907 0.138
H -2.547 2.665 0.955
*
```

No. 6
Entry from the OMol25 dataset: one molecule with the formula C6H10 (ωB97M-V/def2-TZVPD).

calculated total energy = -234.42239 hartree
molar mass = 82.15 g mol⁻¹
E_HOMO (spin up / spin down) = -7.3 / -7.0 eV
frontier orbital gap (spin up / spin down) = 7.450 / 7.077 eV
relative energy (zero: lowest compared OMol25 entry of this formula, charge and spin) = 113.0 kcal per mole
LUMO (spin up / spin down) = 0.190 / 0.061 eV

```
! wB97M-V def2-TZVPD RIJCOSX def2/J DEFGRID3
* xyz 0 1
C -1.854 -0.077 0.856
C -1.840 0.317 -0.617
C -0.517 0.219 -1.326
C 0.707 -0.108 -0.754
C 1.483 -0.710 0.091
C 2.744 -0.384 0.797
H -1.384 -1.054 1.011
H -2.892 -0.140 1.200
H -1.333 0.649 1.489
H -2.302 1.303 -0.762
H -2.474 -0.387 -1.178
H -0.547 0.364 -2.405
H 0.942 0.885 -1.360
H 3.257 -1.290 1.138
H 3.433 0.165 0.140
H 2.576 0.250 1.678
*
```

No. 7
Entry from the OMol25 dataset: one molecule with the formula C6H10 (ωB97M-V/def2-TZVPD).

calculated total energy = -234.40207 hartree
molar mass = 82.15 g mol⁻¹
E_HOMO (spin up / spin down) = -8.2 / -6.1 eV
frontier orbital gap (spin up / spin down) = 9.127 / 5.930 eV
relative energy (zero: lowest compared OMol25 entry of this formula, charge and spin) = 125.8 kcal per mole
LUMO (spin up / spin down) = 0.915 / -0.141 eV

```
! wB97M-V def2-TZVPD RIJCOSX def2/J DEFGRID3
* xyz 0 1
C -1.382 0.616 1.264
C -1.345 -0.156 -0.070
C -0.076 -0.231 -0.756
C 0.866 -1.346 -0.527
C 1.355 -0.114 0.306
C 0.867 0.903 -0.771
H -2.336 0.404 1.765
H -1.346 1.704 1.098
H -1.931 0.392 -0.843
H -1.787 -1.151 0.028
H 1.527 -1.660 -1.339
H 0.478 -2.185 0.054
H 2.407 -0.093 0.599
H 0.689 0.045 1.209
H 1.516 1.022 -1.643
H 0.497 1.850 -0.376
*
```

No. 8
Entry from the OMol25 dataset: C6H10 as an isolated structure (ωB97M-V/def2-TZVPD).

calculated total energy = -234.42256 hartree
molar mass = 82.15 g mol⁻¹
E_HOMO (spin up / spin down) = -6.4 / -6.3 eV
frontier orbital gap (spin up / spin down) = 7.443 / 7.337 eV
relative energy (zero: lowest compared OMol25 entry of this formula, charge and spin) = 112.9 kcal per mole
LUMO (spin up / spin down) = 1.037 / 1.064 eV

```
! wB97M-V def2-TZVPD RIJCOSX def2/J DEFGRID3
* xyz 0 1
C -0.927 -1.619 0.951
C -0.471 -0.492 0.165
C 0.127 -0.583 -1.215
C 1.250 0.202 -0.608
C 0.688 1.522 -0.131
C -0.638 0.988 0.491
H -1.018 -2.606 0.503
H -1.152 -1.479 2.007
H 0.390 -1.053 0.901
H 0.394 -1.608 -1.499
H -0.485 -0.121 -2.016
H 2.303 0.010 -0.823
H 1.317 2.026 0.617
H 0.490 2.258 -0.937
H -1.562 1.372 0.024
H -0.705 1.183 1.569
*
```

No. 9
Entry from the OMol25 dataset: one molecule with the formula C6H10 (ωB97M-V/def2-TZVPD).

calculated total energy = -234.59443 hartree
molar mass = 82.15 g mol⁻¹
E_HOMO = -9.1 eV
structure (SMILES) = C[C@@H]1C=CCC1
frontier orbital gap = 10.332 eV
relative energy (zero: lowest compared OMol25 entry of this formula, charge and spin) = 5.1 kcal per mole
LUMO = 1.250 eV

```
! wB97M-V def2-TZVPD RIJCOSX def2/J DEFGRID3
* xyz 0 1
C -1.866 0.487 -0.538
C -0.475 -0.146 -0.633
C 0.684 0.843 -0.331
C 1.747 0.026 0.441
C 0.877 -1.052 1.088
C -0.265 -1.198 0.421
H -2.036 0.936 0.451
H -2.651 -0.261 -0.700
H -1.985 1.273 -1.290
H -0.354 -0.592 -1.630
H 1.063 1.322 -1.240
H 0.316 1.640 0.331
H 2.304 0.624 1.172
H 2.506 -0.377 -0.255
H 1.072 -1.584 2.005
H -0.993 -1.953 0.695
*
```

No. 10
Entry from the OMol25 dataset: a 2-piece molecular cluster, C6H10 overall (ωB97M-V/def2-TZVPD).

calculated total energy = -234.41013 hartree
molar mass = 82.15 g mol⁻¹
E_HOMO (spin up / spin down) = -7.6 / -7.6 eV
frontier orbital gap (spin up / spin down) = 8.400 / 8.401 eV
relative energy (zero: lowest compared OMol25 entry of this formula, charge and spin) = 120.7 kcal per mole
LUMO (spin up / spin down) = 0.829 / 0.830 eV

```
! wB97M-V def2-TZVPD RIJCOSX def2/J DEFGRID3
* xyz 0 1
C -0.193 -0.696 -1.343
C 0.767 -0.261 -0.328
C 1.191 1.188 -0.450
C -0.111 -0.551 1.841
C -1.288 -0.146 1.223
C -2.135 0.157 0.389
H 0.787 -0.658 -1.928
H -0.908 0.017 -1.773
H -0.549 -1.728 -1.316
H 1.494 -1.006 -0.059
H 1.216 1.551 0.571
H 2.178 1.359 -0.905
H 0.456 1.785 -1.006
H -0.106 -1.587 2.215
H 0.360 0.143 2.548
H -3.158 0.434 0.323
*
```

No. 11
Entry from the OMol25 dataset: one molecule with the formula C6H10 (ωB97M-V/def2-TZVPD).

calculated total energy = -234.56270 hartree
molar mass = 82.15 g mol⁻¹
E_HOMO = -8.6 eV
structure (SMILES) = C[C@H]1C=CCC1
frontier orbital gap = 9.840 eV
relative energy (zero: lowest compared OMol25 entry of this formula, charge and spin) = 25.0 kcal per mole
LUMO = 1.191 eV

```
! wB97M-V def2-TZVPD RIJCOSX def2/J DEFGRID3
* xyz 0 1
C 2.076 0.246 0.220
C 0.542 0.241 0.228
C -0.303 1.122 -0.647
C -1.559 0.657 -0.645
C -1.628 -0.697 0.053
C -0.154 -1.117 0.092
H 2.513 -0.247 -0.665
H 2.481 1.263 0.249
H 2.480 -0.289 1.091
H 0.058 2.125 -0.857
H -0.004 0.846 1.025
H -2.437 1.271 -0.805
H -1.995 -0.570 1.088
H -2.278 -1.436 -0.426
H 0.110 -1.571 -0.878
H 0.098 -1.843 0.875
*
```

No. 12
Entry from the OMol25 dataset: a 2-piece molecular cluster, C6H10 overall (ωB97M-V/def2-TZVPD).

calculated total energy = -234.44879 hartree
molar mass = 82.15 g mol⁻¹
E_HOMO = -8.3 eV
frontier orbital gap = 9.015 eV
relative energy (zero: lowest compared OMol25 entry of this formula, charge and spin) = 96.5 kcal per mole
LUMO = 0.669 eV

```
! wB97M-V def2-TZVPD RIJCOSX def2/J DEFGRID3
* xyz 0 1
C -1.412 0.514 0.471
C -0.504 0.915 -0.654
C 0.962 1.086 -0.279
C 1.367 -0.239 0.467
C 0.252 -1.322 0.083
C -0.861 -0.538 -0.460
H -1.052 0.571 1.499
H -2.473 0.709 0.349
H -0.903 1.498 -1.475
H 1.553 1.246 -1.194
H 1.145 1.974 0.349
H 1.429 -0.056 1.538
H 2.383 -0.529 0.144
H -0.955 -2.409 0.445
H 0.655 -2.198 -0.381
H -1.584 -1.220 -0.903
*
```